Record 1
A molecular structure, C37H34BrN6O2Sn in a non-equilibrium geometry, computed with the ωB97M-V functional and the def2-TZVPD basis.

The geometry in ORCA input format:
```
! wB97M-V def2-TZVPD RIJCOSX def2/J DEFGRID3
* xyz 3 1
Sn 10.682 14.214 16.189
C 9.851 17.301 20.620
C 9.688 17.408 19.107
C 8.520 16.924 18.476
C 7.476 16.074 19.250
C 8.331 17.224 17.093
C 7.083 16.881 16.330
C 9.327 17.896 16.356
C 9.102 18.135 14.892
C 10.505 18.297 16.988
C 11.554 19.102 16.149
C 10.750 17.994 18.325
C 12.118 18.151 18.975
H 10.246 16.287 20.892
H 8.947 17.486 21.209
H 10.663 18.002 20.898
H 7.851 15.852 20.208
H 7.242 15.154 18.707
H 6.583 16.686 19.417
H 7.320 16.176 15.525
H 6.682 17.801 15.938
H 6.329 16.450 16.970
H 8.614 19.131 14.688
H 8.512 17.427 14.346
H 10.045 18.145 14.356
H 12.137 18.487 15.485
H 12.238 19.597 16.852
H 11.060 19.914 15.586
H 12.159 19.046 19.610
H 13.002 18.168 18.257
H 12.345 17.309 19.629
C 6.242 13.278 15.690
C 7.549 13.096 16.184
N 8.582 13.373 15.404
C 8.365 13.689 14.091
C 7.050 13.799 13.637
N 6.003 13.612 14.408
C 9.546 13.857 13.286
C 9.521 13.730 11.878
C 10.605 14.117 11.127
C 11.789 14.477 11.786
C 11.838 14.465 13.162
N 10.705 14.126 13.908
C 13.002 14.957 13.930
C 14.140 15.567 13.327
N 15.133 16.075 14.001
C 15.138 15.821 15.319
C 14.100 15.167 15.931
N 12.969 14.804 15.278
C 10.562 14.104 9.668
C 9.273 14.071 9.058
C 9.214 13.815 7.687
N 10.335 13.681 6.941
C 11.530 13.786 7.483
C 11.692 14.087 8.856
H 5.361 13.084 16.295
H 7.795 12.926 17.221
H 6.807 13.900 12.554
H 8.582 13.373 11.444
H 12.678 14.698 11.230
H 14.254 15.737 12.269
H 16.051 16.141 15.796
H 14.185 14.883 16.969
H 8.339 14.074 9.607
H 8.237 13.734 7.132
H 12.397 13.655 6.815
H 12.716 14.102 9.258
Br 12.202 9.901 14.210
C 11.995 9.343 16.076
C 12.353 8.025 16.214
C 12.220 7.416 17.487
C 11.603 8.146 18.496
C 11.302 9.511 18.385
C 11.501 10.145 17.137
C 10.926 11.529 17.034
O 10.089 12.029 17.817
O 11.503 12.282 16.143
H 12.777 7.484 15.340
H 12.535 6.385 17.629
H 11.472 7.656 19.443
H 10.870 10.127 19.173
*
```

## Properties
LUMO energy (spin up / spin down): -12.975 / -11.684 eV
Highest occupied orbital energy (spin up / spin down): -0.5770 / -0.5781 Ha
Frontier orbital gap (spin up / spin down): 0.100 / 0.149 hartree

Record 2
A molecular structure, C37H34ClN3O5PSSe2Sn in a non-equilibrium geometry, computed with the ωB97M-V functional and the def2-TZVPD basis.

The geometry in ORCA input format:
```
! wB97M-V def2-TZVPD RIJCOSX def2/J DEFGRID3
* xyz -1 1
Sn -0.908 0.767 0.400
Cl 4.930 0.461 -4.558
C 3.769 0.801 -3.291
C 4.195 0.862 -1.964
C 3.291 1.137 -0.970
C 1.910 1.344 -1.234
O 1.108 1.644 -0.262
C 1.506 1.252 -2.595
C 0.142 1.440 -3.018
N -0.889 1.500 -2.267
C -2.127 1.743 -2.888
C -2.559 1.081 -4.007
C -3.829 1.348 -4.560
C -4.661 2.264 -3.987
C -4.255 2.949 -2.816
C -5.079 3.872 -2.139
C -4.629 4.463 -0.995
C -3.340 4.139 -0.528
N -2.539 3.305 -1.138
C -2.983 2.694 -2.262
C 2.452 1.001 -3.601
H 5.236 0.684 -1.727
H 3.599 1.160 0.068
H 0.015 1.581 -4.098
H -1.934 0.310 -4.440
H -4.147 0.798 -5.437
H -5.647 2.457 -4.394
H -6.071 4.079 -2.525
H -5.247 5.157 -0.441
H -2.965 4.579 0.390
H 2.122 0.940 -4.631
O -0.707 3.407 0.750
C 0.414 4.155 1.218
C 0.641 3.773 2.671
C 1.458 2.473 2.843
C 0.721 1.415 3.610
C 1.143 0.954 4.851
C 0.433 -0.056 5.477
C -0.681 -0.585 4.848
C -1.037 -0.076 3.611
N -0.360 0.903 3.015
H -0.719 3.401 -0.219
H 0.192 5.225 1.134
H 1.294 3.929 0.612
H -0.351 3.645 3.111
H 1.132 4.598 3.191
H 2.411 2.679 3.332
H 1.674 2.050 1.857
H 2.031 1.375 5.305
H 0.755 -0.435 6.440
H -1.253 -1.389 5.291
H -1.882 -0.475 3.056
Se 1.615 -1.150 1.439
P 1.438 -2.636 -0.104
Se 0.031 -2.287 -1.673
C 3.123 -2.933 -0.770
C 3.362 -2.942 -2.137
C 4.658 -3.082 -2.621
C 5.719 -3.211 -1.740
C 5.484 -3.207 -0.369
C 4.194 -3.066 0.114
C 1.022 -4.257 0.646
C 0.516 -4.352 1.935
C 0.097 -5.580 2.432
C 0.190 -6.719 1.646
C 0.706 -6.629 0.358
C 1.114 -5.404 -0.141
H 2.526 -2.816 -2.815
H 4.835 -3.069 -3.688
H 6.730 -3.307 -2.116
H 6.311 -3.300 0.325
H 4.007 -3.034 1.180
H 0.452 -3.455 2.539
H -0.306 -5.645 3.435
H -0.145 -7.675 2.031
H 0.777 -7.514 -0.262
H 1.490 -5.324 -1.154
C -5.436 -0.208 1.955
S -4.042 0.152 0.909
O -4.562 0.232 -0.439
O -3.478 1.416 1.412
O -3.098 -0.951 1.129
H -6.060 0.681 2.003
H -5.067 -0.474 2.943
H -5.980 -1.037 1.508
*
```

## Properties
LUMO energy: 2.323 eV
Highest occupied orbital energy: -0.1706 Ha
Frontier orbital gap: 0.256 hartree

Record 3
A molecular structure, C37H34ErN5O6S2 in a non-equilibrium geometry, computed with the ωB97M-V functional and the def2-TZVPD basis.

The geometry in ORCA input format:
```
! wB97M-V def2-TZVPD RIJCOSX def2/J DEFGRID3
* xyz 0 4
Er 1.623 -1.070 0.800
C -3.427 -1.922 2.099
C -3.340 -0.952 0.916
C -4.710 -0.650 0.311
O -2.530 -1.487 -0.112
C -1.248 -0.918 0.015
C -1.572 0.486 0.562
O -2.723 0.251 1.349
C -0.413 1.207 1.357
O 0.592 0.339 1.766
C -0.952 1.833 2.650
C -1.472 0.976 3.616
C -1.952 1.468 4.815
C -1.873 2.822 5.095
C -1.286 3.671 4.175
C -0.821 3.179 2.965
C 0.094 2.270 0.381
C -0.725 3.333 0.007
C -0.257 4.317 -0.842
C 1.036 4.254 -1.338
C 1.837 3.174 -1.017
C 1.360 2.183 -0.174
C -0.445 -1.056 -1.325
O 0.908 -1.108 -1.043
C -0.803 0.100 -2.251
C -2.132 0.315 -2.603
C -2.472 1.381 -3.415
C -1.486 2.228 -3.898
C -0.160 1.993 -3.583
C 0.180 0.929 -2.765
C -0.814 -2.386 -1.999
C -0.909 -3.557 -1.252
C -1.132 -4.773 -1.876
C -1.242 -4.844 -3.255
C -1.121 -3.689 -4.007
C -0.904 -2.472 -3.384
H -3.945 -2.824 1.792
H -3.958 -1.452 2.922
H -2.424 -2.183 2.432
H -5.107 -1.553 -0.140
H -4.589 0.110 -0.456
H -5.385 -0.279 1.074
H -0.674 -1.463 0.798
H -1.867 1.138 -0.275
H -1.496 -0.083 3.421
H -2.383 0.789 5.538
H -2.258 3.213 6.026
H -1.183 4.724 4.392
H -0.354 3.866 2.275
H -1.733 3.390 0.393
H -0.902 5.139 -1.117
H 1.411 5.030 -1.988
H 2.836 3.093 -1.422
H 1.962 1.300 0.030
H -2.888 -0.365 -2.241
H -3.506 1.546 -3.681
H -1.753 3.062 -4.530
H 0.613 2.635 -3.980
H 1.210 0.717 -2.520
H -0.826 -3.529 -0.176
H -1.222 -5.668 -1.279
H -1.417 -5.794 -3.738
H -1.197 -3.732 -5.084
H -0.810 -1.581 -3.986
N 2.503 -3.662 -1.354
C 3.602 -2.935 -1.102
N 3.581 -1.871 -0.356
C 4.823 -1.295 -0.208
C 5.823 -1.951 -0.854
S 5.206 -3.342 -1.683
C 4.867 -0.106 0.631
C 5.909 0.722 0.907
S 5.418 1.977 1.999
C 3.796 1.289 2.009
N 3.684 0.236 1.248
N 2.776 1.793 2.698
H 1.625 -3.146 -1.241
H 2.534 -4.399 -2.042
H 6.868 -1.726 -0.896
H 6.916 0.695 0.549
H 2.861 2.652 3.213
H 1.849 1.344 2.545
O 2.371 -1.940 2.618
N 1.246 -2.487 2.614
O 0.879 -2.922 1.487
*
```

## Properties
Expectation value of S²: 3.752
LUMO energy (spin up / spin down): 0.347 / 0.342 eV
Highest occupied orbital energy (spin up / spin down): -0.2962 / -0.2962 Ha
Frontier orbital gap (spin up / spin down): 0.309 / 0.309 hartree

Record 4
A gas-phase ion, C37H34F2O2P (charge +1) in a non-equilibrium geometry, computed with the ωB97M-V functional and the def2-TZVPD basis.

The geometry in ORCA input format:
```
! wB97M-V def2-TZVPD RIJCOSX def2/J DEFGRID3
* xyz 1 1
C 4.767 1.065 3.067
C 3.629 0.239 2.598
C 3.010 0.451 1.370
F 3.377 1.556 0.649
C 1.993 -0.359 0.901
C 1.434 -1.287 1.784
C 0.087 -1.871 1.406
C -1.013 -1.143 2.196
C -0.855 0.229 2.444
C -1.960 0.961 2.837
F -1.792 2.288 3.132
C -3.231 0.399 2.978
C -4.406 1.276 3.218
C -3.327 -0.996 2.891
C -2.206 -1.765 2.572
C 2.033 -1.537 3.025
C 3.130 -0.778 3.413
H 5.369 0.447 3.746
H 5.398 1.426 2.246
H 4.412 1.932 3.636
H 1.577 -0.208 -0.098
H -0.049 -1.534 0.368
H 0.110 0.717 2.330
H -5.324 0.722 2.997
H -4.484 1.626 4.256
H -4.365 2.166 2.579
H -4.287 -1.503 3.047
H -2.280 -2.852 2.604
H 1.639 -2.329 3.668
H 3.641 -0.958 4.364
C -4.614 -4.608 1.009
C -3.366 -4.814 0.211
O -2.231 -4.412 1.077
C -1.295 -3.647 0.495
C -0.059 -3.314 1.390
P 1.380 -4.292 0.750
C 2.143 -3.618 -0.729
C 3.451 -4.020 -1.069
C 3.996 -3.696 -2.308
C 3.219 -3.035 -3.261
C 1.923 -2.627 -2.936
C 1.394 -2.886 -1.667
C 2.752 -4.511 1.915
C 2.754 -5.597 2.814
C 3.875 -5.857 3.605
C 4.990 -5.011 3.556
C 4.976 -3.898 2.714
C 3.882 -3.664 1.882
C 0.736 -5.922 0.334
C 1.204 -6.611 -0.794
C 0.830 -7.943 -1.003
C -0.021 -8.581 -0.093
C -0.534 -7.876 1.000
C -0.173 -6.544 1.208
O -1.430 -3.191 -0.635
H -5.477 -4.842 0.384
H -4.643 -5.252 1.895
H -4.696 -3.564 1.328
H -3.175 -5.861 -0.035
H -3.331 -4.188 -0.683
H -0.241 -3.742 2.394
H 4.054 -4.592 -0.363
H 5.029 -3.979 -2.513
H 3.626 -2.838 -4.254
H 1.308 -2.111 -3.672
H 0.386 -2.565 -1.428
H 1.875 -6.243 2.885
H 3.871 -6.724 4.268
H 5.872 -5.203 4.174
H 5.827 -3.209 2.703
H 3.911 -2.818 1.192
H 1.846 -6.097 -1.511
H 1.199 -8.477 -1.880
H -0.290 -9.629 -0.244
H -1.223 -8.361 1.693
H -0.584 -6.000 2.062
*
```

## Properties
LUMO energy: -2.794 eV
Highest occupied orbital energy: -0.4065 Ha
Frontier orbital gap: 0.304 hartree

It is found that the relative energy (zero: lowest compared OMol25 entry of this formula, charge and spin) values, taken in the order of the records, are 3.1, 9.7, 8.3, 0.0 kcal per mole.